[1]
ORCA calculation (wB97M-V/def2-TZVPD) on an isolated ion of composition C8H21NO4P and charge +1.

Geometry (Å):
1 C 1.57344 -3.31340 0.20851
2 C 1.90481 -1.99847 -0.43500
3 O 0.58708 -1.32558 -0.41222
4 P 0.44529 0.18412 -0.58621
5 O 0.39134 0.75714 -1.89961
6 O 1.38682 0.89986 0.48174
7 C 1.71745 2.28961 0.40785
8 C 3.21331 2.29871 -0.13286
9 C -1.49954 0.50490 0.55717
10 O -1.89410 -0.31501 1.57621
11 C -0.83747 -0.60753 2.45239
12 N -2.64463 0.53245 -0.39804
13 C -2.47628 1.40994 -1.48087
14 C -2.75941 -0.96135 -0.79590
15 H 2.65918 -3.86659 0.20141
16 H 1.08050 -3.20495 1.24981
17 H 0.83465 -3.79968 -0.44849
18 H 2.14936 -2.03483 -1.43695
19 H 2.52979 -1.39237 0.11463
20 H 1.28232 2.72997 -0.47169
21 H 1.65916 2.87703 1.30503
22 H 3.03872 2.09179 -1.24148
23 H 3.68857 3.29766 -0.07075
24 H 3.98214 1.63092 0.33458
25 H -1.17087 1.50852 0.81982
26 H 0.01603 -1.15568 1.88577
27 H -1.40888 -1.28720 3.09549
28 H -0.40962 0.24353 2.97157
29 H -3.48005 0.72429 0.17199
30 H -1.65320 1.19439 -2.22275
31 H -3.37860 1.56419 -2.06911
32 H -2.16279 2.40749 -1.02618
33 H -3.33057 -1.56290 -0.03437
34 H -3.24998 -0.91504 -1.70133
35 H -1.78393 -1.40593 -0.97016

HOMO-LUMO gap ... 0.3813 Ha
Highest occupied orbital energy ... -12.902 eV
2S+1 ... 1
Max |F| ... 4.9 eV Å⁻¹
LUMO energy ... -2.525 eV
Net charge ... +1
Structure (SMILES) ... CCOP(=O)(OCC)[C@H](OC)[NH+](C)C

Here are the Mulliken charges for atoms 1 to 4, given in e: -0.93, -0.53, 0.01, 0.84

***

[2]
ORCA calculation (wB97M-V/def2-TZVPD) on a 17-piece molecular cluster, C20H60F6NO24S2 overall.

Geometry (Å):
1 C 0.25303 -1.51308 -1.60312
2 F -0.69309 -2.40155 -1.29457
3 F 1.36819 -2.17302 -2.08123
4 F -0.16874 -0.59235 -2.41241
5 S 0.69178 -0.67082 0.11446
6 O 1.26088 -1.72870 0.97782
7 O 1.64513 0.34309 -0.26326
8 N -0.88143 -0.16801 0.71925
9 S -0.84876 1.32292 0.62410
10 O 0.06757 1.96393 1.56622
11 O -0.79043 1.82190 -0.75377
12 C -2.58332 1.71520 1.37388
13 F -3.53784 1.00176 0.76979
14 F -2.52738 1.38264 2.68775
15 F -2.88753 2.98088 1.34815
16 O -1.23251 -6.05980 2.54964
17 H -1.26174 -6.99422 2.75517
18 H -0.41654 -5.94671 2.06216
19 O -3.88125 -2.82684 0.86928
20 H -4.45722 -2.53802 0.16141
21 H -3.17637 -2.17944 0.88442
22 O -1.76041 -2.05734 4.12321
23 H -1.46780 -1.59719 3.33653
24 H -1.15200 -1.77558 4.80634
25 O -0.25864 3.34739 -5.05489
26 H 0.52746 2.99777 -5.47445
27 H -0.32989 2.85960 -4.23440
28 C 7.39532 -4.19323 -4.31097
29 C 8.38497 -3.92899 -3.18557
30 C 7.81924 -3.64353 -1.80080
31 O 8.56089 -4.48120 -0.93656
32 C 9.27276 -5.29292 -1.68081
33 O 10.04480 -6.16657 -1.29646
34 O 8.95424 -5.20202 -2.94416
35 H 7.77295 -4.57278 -5.26041
36 H 6.90074 -3.25241 -4.55253
37 H 6.63851 -4.94171 -4.07617
38 H 9.13188 -3.17691 -3.43975
39 H 6.75936 -3.89777 -1.81194
40 H 7.95873 -2.59802 -1.52592
41 C 6.77713 0.17951 5.82850
42 C 6.03247 0.17762 4.50759
43 C 5.24379 1.47097 4.18411
44 O 5.85342 1.94057 2.99010
45 C 6.82340 1.11407 2.66420
46 O 7.42391 1.31065 1.65923
47 O 7.00802 0.18922 3.54347
48 H 7.21761 1.16455 5.98274
49 H 7.55928 -0.57752 5.88542
50 H 6.09688 0.06059 6.67184
51 H 5.32487 -0.62126 4.28580
52 H 5.29106 2.14627 5.03841
53 H 4.19335 1.19035 4.10725
54 C 1.08487 3.28236 7.92701
55 O 1.94476 2.37084 8.50074
56 H 1.17035 4.29015 8.33338
57 H 1.36087 3.31339 6.87299
58 H 0.03153 3.00322 7.95264
59 H 2.77734 2.79892 8.71323
60 C 0.99186 -8.53161 -4.40347
61 O 1.59898 -9.42180 -3.55705
62 H 1.74369 -8.27425 -5.14953
63 H 0.12135 -8.95895 -4.90114
64 H 0.64295 -7.60929 -3.93905
65 H 2.10517 -10.09046 -4.02425
66 C -6.54345 7.57691 0.07000
67 O -6.51600 8.97262 0.37341
68 H -6.88730 7.50090 -0.96156
69 H -5.54578 7.14317 0.13800
70 H -7.21290 6.97802 0.68746
71 H -6.13441 8.99093 1.25413
72 C 3.51389 -7.06651 -0.12794
73 O 2.15749 -7.30600 -0.03879
74 H 3.82179 -6.36780 0.64996
75 H 4.01106 -8.01158 0.09061
76 H 3.89051 -6.49353 -0.97526
77 H 1.95479 -7.99136 -0.67971
78 C -6.49319 4.80454 6.51882
79 O -7.80840 4.49829 6.89064
80 H -5.77580 4.65924 7.32651
81 H -6.05802 4.31786 5.64598
82 H -6.39167 5.83847 6.18902
83 H -8.31564 4.32740 6.09371
84 C -1.19081 8.03179 2.55655
85 O -1.59959 9.39602 2.22261
86 H -0.19917 8.06270 3.00800
87 H -1.84409 7.68007 3.35506
88 H -1.04641 7.31259 1.75032
89 H -2.34632 9.57694 2.79818
90 C -6.38815 3.63997 -3.98528
91 O -7.66229 4.27154 -4.21411
92 H -5.99849 3.10160 -4.84924
93 H -5.57627 4.29214 -3.66340
94 H -6.36833 2.87695 -3.20713
95 H -7.96065 3.94958 -5.06787
96 C -9.12949 2.24286 2.85897
97 O -9.91382 3.45692 3.01405
98 H -9.04660 1.59295 3.73009
99 H -9.54939 1.62391 2.06607
100 H -8.11116 2.50445 2.57144
101 H -10.18854 3.80161 2.16122
102 C -3.43549 -0.53031 -7.70150
103 O -4.86410 -0.52617 -7.81224
104 H -2.98576 0.46231 -7.72480
105 H -3.04238 -1.02608 -6.81393
106 H -3.00332 -1.03788 -8.56388
107 H -5.05756 -0.13629 -8.66790
108 C 2.24001 -3.20629 -8.11025
109 O 2.53697 -2.04096 -8.89760
110 H 2.14456 -4.12910 -8.68246
111 H 3.12586 -3.46779 -7.53146
112 H 1.33598 -3.18763 -7.50158
113 H 1.94382 -2.04440 -9.65242

HOMO-LUMO gap ... 0.3076 Ha
Highest occupied orbital energy ... -6.877 eV
2S+1 ... 1
Max |F| ... 5.9 eV Å⁻¹
LUMO energy ... 1.494 eV
Net charge ... -1

Here are the Mulliken charges for atoms 1 to 4, given in e: 0.61, -0.21, -0.21, -0.18

***

[3]
ORCA calculation (wB97M-V/def2-TZVPD) on C29H31Br3N6O4 as an isolated structure.

Geometry (Å):
1 N 5.60515 0.81940 -1.76114
2 C 6.55991 1.64528 -2.35895
3 C 7.59957 0.72407 -2.61932
4 C 7.51458 -0.47231 -2.01527
5 C 6.20939 -0.47546 -1.47619
6 H 4.72550 1.04418 -1.31866
7 H 6.41557 2.67816 -2.63954
8 H 8.39751 0.91160 -3.32254
9 H 8.25384 -1.24029 -1.84173
10 H 5.68991 -1.24910 -0.93028
11 N 4.87084 0.69140 3.04657
12 C 3.73121 0.56573 3.81347
13 C 3.19497 -0.74617 3.48328
14 C 3.98462 -1.23933 2.43750
15 C 4.99773 -0.38272 2.22185
16 H 5.44528 1.52151 3.01429
17 H 3.47885 1.35279 4.50864
18 H 2.28371 -1.25087 3.76839
19 H 3.87818 -2.23859 2.04185
20 H 5.86585 -0.39858 1.57959
21 N 1.78266 2.46701 -0.08020
22 C 1.38134 3.59579 -0.69477
23 C 2.43352 4.48460 -0.70757
24 C 3.59227 3.79362 -0.29967
25 C 3.16363 2.43574 0.07066
26 H 1.09708 1.73578 0.04387
27 H 0.31448 3.64942 -0.85399
28 H 2.41968 5.49211 -1.09631
29 H 4.52908 4.33081 -0.28489
30 H 3.53093 1.62175 0.67802
31 N -3.86929 0.79400 3.61138
32 C -2.79290 -0.05330 3.71628
33 C -1.64139 0.66547 3.98245
34 C -2.02457 2.01371 4.24050
35 C -3.49010 2.07525 4.03856
36 H -4.80475 0.43147 3.49479
37 H -2.91038 -1.12101 3.60398
38 H -0.61366 0.33353 3.97760
39 H -1.43414 2.86729 4.53918
40 H -4.23580 2.84888 4.14725
41 C -0.51128 -0.01742 -6.48371
42 Br -1.30846 1.69591 -5.87216
43 Br -1.72461 -1.49033 -6.05741
44 Br 1.24886 -0.29744 -5.63626
45 H -0.37138 0.00229 -7.56452
46 C -8.43191 -4.28302 -0.24171
47 C -8.29150 -3.39545 -1.34979
48 C -7.42238 -2.30219 -1.26596
49 C -6.81248 -2.15441 0.01057
50 C -6.93724 -3.05085 1.08544
51 C -7.76342 -4.17778 0.92283
52 N -5.90728 -1.00045 0.28245
53 O -6.01255 -0.17231 -0.53813
54 O -5.04531 -0.96241 1.08918
55 H -9.01668 -5.18508 -0.34528
56 H -8.78482 -3.47942 -2.30687
57 H -7.20442 -1.61892 -2.07344
58 H -6.47747 -3.06581 2.06257
59 H -7.83788 -4.91122 1.71209
60 C -1.85075 -0.27256 -0.70285
61 C -1.10091 -0.64328 0.39833
62 C 0.24903 -0.75628 0.22297
63 C 0.83439 -0.54628 -1.01244
64 C 0.02880 -0.25406 -2.14470
65 C -1.35370 -0.07501 -1.95743
66 N 2.27650 -0.68688 -1.21608
67 O 2.92264 -1.43472 -0.51299
68 O 2.76424 -0.13674 -2.17221
69 H -2.92722 -0.26024 -0.61650
70 H -1.55210 -0.80527 1.36611
71 H 0.86710 -1.11661 1.03202
72 H 0.39003 0.00430 -3.12916
73 H -2.06568 0.12728 -2.74391

HOMO-LUMO gap (spin up / spin down) ... 0.2331 / 0.1017 Ha
Highest occupied orbital energy (spin up / spin down) ... -9.470 / -9.470 eV
2S+1 ... 2
Max |F| ... 4.8 eV Å⁻¹
LUMO energy (spin up / spin down) ... -3.126 / -6.703 eV
Net charge ... +1

Here are the Mulliken charges for atoms 1 to 4, given in e: 0.29, -0.14, -0.44, -0.58

***

[4]
ORCA calculation (wB97M-V/def2-TZVPD) on a 3-piece molecular cluster, C2H9O2S overall.

Geometry (Å):
1 C 1.73105 0.79041 -1.58733
2 C 0.39930 0.23184 -1.09610
3 S 0.73696 -0.17678 0.63940
4 H 1.65530 1.27575 -2.57753
5 H 2.52462 0.04295 -1.63232
6 H 2.09463 1.51598 -0.79914
7 H 0.08052 -0.68131 -1.54832
8 H -0.47849 0.80691 -1.29298
9 H -0.21145 -2.93944 2.87961
10 H -0.40643 -3.68961 1.52360
11 O 0.04817 -3.69701 2.35447
12 H -3.08712 1.50823 1.25984
13 H -2.07212 2.63666 0.87948
14 O -3.01495 2.37543 0.99734

HOMO-LUMO gap ... 0.2344 Ha
Highest occupied orbital energy ... -2.428 eV
2S+1 ... 1
Max |F| ... 4.2 eV Å⁻¹
LUMO energy ... 3.950 eV
Net charge ... -1

Here are the Mulliken charges for atoms 1 to 4, given in e: -0.95, -0.49, -0.73, 0.33